[1]
The following is a DFT calculation (ωB97M-V/def2-TZVPD) of C37H31N3O5PtS2Te as an isolated structure.

```
! RIJCOSX wB97M-V def2-TZVPD def2/J DEFGRID3
* xyz 1 2
Pt 0.59 -0.55 0.00
O 1.50 1.81 -3.29
C 1.37 1.11 -2.18
O 0.39 0.40 -1.94
C 2.52 1.21 -1.21
C 3.64 1.99 -1.29
C 4.52 1.97 -0.19
C 4.26 1.17 0.91
C 3.10 0.39 0.90
N 2.30 0.44 -0.14
C 2.58 -0.53 1.99
O 3.21 -0.66 3.01
O 1.45 -1.15 1.70
H 0.68 1.72 -3.81
H 3.81 2.61 -2.15
H 5.41 2.59 -0.20
H 4.91 1.14 1.76
S 0.22 2.27 1.13
C -1.29 1.76 1.63
N -2.13 1.05 0.88
C -3.23 0.71 1.57
C -4.28 -0.09 1.07
C -5.29 -0.45 1.91
C -5.32 0.00 3.25
C -4.33 0.81 3.76
C -3.27 1.16 2.91
S -1.87 2.08 3.25
H -4.25 -0.41 0.03
H -6.09 -1.08 1.55
H -6.12 -0.32 3.90
H -4.35 1.14 4.79
C -2.33 -5.89 -7.28
C -1.93 -5.13 -6.04
C -1.87 -5.77 -4.80
C -1.51 -5.09 -3.64
C -1.48 -5.84 -2.34
C -1.19 -3.73 -3.76
Te -0.71 -2.53 -2.04
N -1.00 -1.88 0.01
C -1.64 -2.39 1.11
O -1.41 -1.83 2.16
C -2.59 -3.54 1.04
C -2.80 -4.24 2.22
C -3.67 -5.32 2.26
C -4.36 -5.70 1.12
C -4.17 -5.00 -0.06
C -3.29 -3.93 -0.10
C 0.98 -3.64 -1.43
C 0.89 -4.39 -0.26
C 1.98 -5.10 0.19
C 3.17 -5.06 -0.53
C 3.25 -4.32 -1.69
C 2.16 -3.59 -2.17
C 2.28 -2.78 -3.43
C -1.25 -3.05 -4.98
C -0.89 -1.59 -5.19
C -1.62 -3.78 -6.10
H -2.71 -6.88 -7.03
H -1.47 -6.01 -7.94
H -3.10 -5.34 -7.83
H -2.13 -6.82 -4.73
H -2.00 -6.79 -2.43
H -1.95 -5.27 -1.54
H -0.45 -6.04 -2.04
H -2.26 -3.91 3.11
H -3.80 -5.86 3.19
H -5.06 -6.52 1.16
H -4.72 -5.28 -0.95
H -3.20 -3.37 -1.03
H -0.04 -4.43 0.30
H 1.91 -5.68 1.10
H 4.04 -5.61 -0.18
H 4.18 -4.28 -2.25
H 3.33 -2.65 -3.70
H 1.83 -1.79 -3.31
H 1.78 -3.27 -4.27
H -0.92 -1.01 -4.27
H -1.59 -1.13 -5.89
H 0.11 -1.51 -5.61
H -1.66 -3.28 -7.06
*
```

* ⟨S²⟩: 0.7866
* ΔE to the lowest compared entry with this formula, charge and spin: 335.00 kJ/mol
* E_LUMO (alpha / beta): -0.168 / -0.175 hartree
* calculated total energy: -3152.45669 hartree
* highest occupied orbital energy (alpha / beta): -10.4 / -10.6 eV

***

[2]
The following is a DFT calculation (ωB97M-V/def2-TZVPD) of C3H8BCl2GaNO as an isolated structure.

```
! RIJCOSX wB97M-V def2-TZVPD def2/J DEFGRID3
* xyz -1 1
C 0.82 -1.93 1.24
C -0.41 -2.07 0.39
Cl -0.70 -3.73 -0.14
C -1.18 -1.04 0.03
Cl -2.56 -1.36 -1.02
Ga -0.93 0.93 0.54
B 0.09 1.92 -1.07
N 1.22 1.37 -1.82
O -0.25 3.22 -1.46
H 1.64 -1.50 0.68
H 1.13 -2.91 1.61
H 0.61 -1.28 2.09
H -2.36 1.55 0.92
H 0.02 1.02 1.85
H 1.24 0.36 -1.72
H 2.10 1.71 -1.46
H -0.49 3.74 -0.68
*
```

* ΔE to the lowest compared entry with this formula, charge and spin: 0.00 kJ/mol
* E_LUMO: 0.121 hartree
* calculated total energy: -3119.19603 hartree
* highest occupied orbital energy: -4.1 eV

***

[3]
The following is a DFT calculation (ωB97M-V/def2-TZVPD) of a 7-piece molecular cluster, C29H34N6O5S overall.

```
! RIJCOSX wB97M-V def2-TZVPD def2/J DEFGRID3
* xyz 1 2
O 19.43 12.51 24.08
C 19.20 12.00 22.98
N 18.50 10.85 22.98
C 19.49 12.72 21.72
H 18.20 10.63 23.92
H 18.26 10.25 22.20
H 18.60 12.74 21.09
H 20.30 12.31 21.11
H 19.81 13.73 21.98
N 17.53 19.06 23.32
C 16.35 19.71 23.03
C 16.09 20.59 21.91
C 17.09 20.73 21.01
C 18.32 20.11 21.25
C 18.52 19.33 22.45
H 15.52 19.58 23.71
H 15.18 21.15 21.75
H 16.87 21.28 20.11
H 19.08 19.99 20.49
H 19.45 18.78 22.56
N 23.38 11.04 20.90
C 24.15 9.94 21.03
C 25.40 9.91 21.67
C 25.72 11.08 22.37
C 24.95 12.23 22.25
C 23.77 12.20 21.51
H 23.82 9.05 20.51
H 25.98 9.02 21.51
H 26.60 11.32 22.95
H 25.16 13.11 22.83
H 23.09 13.01 21.32
N 30.33 16.57 23.24
C 30.42 15.82 22.09
C 29.27 15.25 21.51
C 28.01 15.36 22.11
C 27.99 16.05 23.38
C 29.13 16.65 23.94
H 31.37 15.79 21.57
H 29.33 14.57 20.68
H 27.13 14.81 21.82
H 27.05 16.07 23.92
H 29.13 17.18 24.88
N 16.01 13.58 21.76
C 16.04 13.41 23.06
C 16.57 14.42 23.92
C 17.10 15.62 23.41
C 17.06 15.77 22.01
C 16.48 14.78 21.21
H 15.74 12.44 23.44
H 16.74 14.19 24.97
H 17.63 16.34 24.01
H 17.56 16.64 21.61
H 16.48 14.71 20.13
N 21.49 8.35 26.09
C 21.06 9.59 26.07
C 21.69 10.61 25.26
C 22.80 10.31 24.50
C 23.34 8.98 24.58
C 22.65 7.99 25.36
H 20.21 9.89 26.66
H 21.44 11.66 25.33
H 23.23 11.15 23.99
H 24.16 8.79 23.91
H 22.98 6.97 25.44
C 20.65 15.91 24.61
C 20.83 15.26 25.99
O 22.21 14.91 26.06
S 23.08 15.12 24.67
O 22.95 13.89 23.88
O 24.34 15.75 24.85
O 21.92 16.22 24.16
H 20.10 16.85 24.65
H 20.16 15.19 23.95
H 20.20 14.39 26.13
H 20.50 16.04 26.68
*
```

* ⟨S²⟩: 0.7691
* E_LUMO (alpha / beta): -0.162 / -0.311 hartree
* calculated total energy: -2227.93950 hartree
* highest occupied orbital energy (alpha / beta): -11.0 / -11.0 eV

***

[4]
The following is a DFT calculation (ωB97M-V/def2-TZVPD) of a 2-piece molecular cluster, C9H9N3O2 overall.

```
! RIJCOSX wB97M-V def2-TZVPD def2/J DEFGRID3
* xyz 0 1
O 0.69 -3.83 -0.08
C 0.36 -2.93 0.70
C -0.55 -3.11 1.85
C -0.54 -2.23 2.90
N 0.16 -1.09 2.81
C 0.91 -0.72 1.67
O 1.61 0.30 1.62
N 0.95 -1.68 0.60
H -1.14 -4.04 1.90
H -1.05 -2.35 3.85
H 0.28 -0.41 3.63
H 1.68 -1.46 -0.13
C 0.54 3.11 -1.48
C -0.76 3.51 -1.04
C -1.85 2.94 -1.68
N -1.85 2.15 -2.78
C -0.63 1.77 -3.16
C 0.58 2.18 -2.51
H 1.48 3.40 -0.98
H -0.92 4.31 -0.27
H -2.88 3.10 -1.37
H -0.69 1.10 -4.06
H 1.58 1.71 -2.86
*
```

* ΔE to the lowest compared entry with this formula, charge and spin: 146.80 kJ/mol
* E_LUMO: 0.014 hartree
* calculated total energy: -663.11333 hartree
* highest occupied orbital energy: -9.4 eV
* SMILES: O=c1cc[nH]c(=O)[nH]1.c1ccncc1

***

[5]
The following is a DFT calculation (ωB97M-V/def2-TZVPD) of an isolated ion of composition C6H13O3Si and charge -1.

```
! RIJCOSX wB97M-V def2-TZVPD def2/J DEFGRID3
* xyz -1 1
C -1.57 -1.99 0.52
C -0.27 -1.31 0.87
O -0.12 -1.05 2.32
C 0.89 -2.36 0.57
O 1.64 -2.60 1.51
O 0.93 -2.91 -0.55
Si 0.27 0.34 0.07
C -1.06 1.68 0.43
C 0.59 -0.01 -1.92
C 2.07 0.82 0.64
H -2.50 -1.27 0.47
H -1.41 -2.37 -0.51
H -1.73 -2.80 1.21
H 0.77 -1.62 2.45
H -0.75 1.98 1.39
H -0.79 2.58 -0.16
H -2.15 1.39 0.20
H 1.01 -1.04 -1.88
H -0.35 -0.18 -2.38
H 1.22 0.47 -2.73
H 2.37 1.86 0.13
H 2.16 0.91 1.71
H 2.78 0.08 0.25
*
```

* ΔE to the lowest compared entry with this formula, charge and spin: 0.00 kJ/mol
* E_LUMO: 0.133 hartree
* calculated total energy: -751.69466 hartree
* highest occupied orbital energy: -4.5 eV
* SMILES: C[C@@](O)(C(=O)[O-])[Si](C)(C)C

***

[6]
The following is a DFT calculation (ωB97M-V/def2-TZVPD) of C30H44B4F24N2O9 as an isolated structure.

```
! RIJCOSX wB97M-V def2-TZVPD def2/J DEFGRID3
* xyz 0 1
C -5.33 -1.22 -4.86
C -4.16 -1.76 -5.15
C -2.85 -1.20 -4.73
O -2.20 -1.84 -4.05
O -2.42 0.03 -5.13
C -2.25 0.95 -4.04
C -3.58 1.48 -3.45
C -3.75 0.98 -2.00
C -5.20 0.80 -1.57
C -5.24 0.55 -0.04
C -5.36 -0.97 0.25
B -4.35 -1.48 1.33
O -4.07 -2.82 1.56
B -2.73 -3.03 1.30
N -2.28 -4.31 0.87
C -3.06 -4.91 -0.21
C -3.02 -4.15 -1.56
C -4.45 -3.87 -2.07
C -4.91 -4.86 -3.17
O -1.76 -2.03 1.44
B -2.28 -0.78 1.74
B -1.25 0.58 1.66
O -0.04 0.52 2.32
N -1.75 1.75 0.92
C -2.40 2.64 1.88
C -0.69 2.45 0.18
O -3.61 -0.59 2.11
H -5.57 -0.21 -5.12
H -6.11 -1.75 -4.31
H -4.12 -2.70 -5.69
H -1.65 0.50 -3.25
H -1.67 1.78 -4.40
H -3.49 2.57 -3.44
H -4.41 1.21 -4.10
H -3.24 0.02 -1.94
H -3.19 1.67 -1.36
H -5.64 -0.02 -2.14
H -5.76 1.70 -1.80
H -4.31 0.95 0.35
H -6.06 1.11 0.40
H -5.09 -1.47 -0.68
H -6.40 -1.25 0.43
H -1.29 -4.30 0.67
H -2.66 -5.91 -0.40
H -4.08 -5.08 0.13
H -2.39 -3.26 -1.55
H -2.58 -4.81 -2.30
H -4.52 -2.87 -2.49
H -5.19 -3.90 -1.27
H -4.07 -5.36 -3.63
H -5.61 -5.60 -2.80
H -5.41 -4.32 -3.97
H 0.66 0.99 1.85
H -3.12 2.09 2.47
H -1.66 3.06 2.57
H -2.93 3.44 1.37
H -1.18 3.15 -0.50
H -0.08 3.02 0.89
H -0.05 1.78 -0.38
C -0.99 6.26 -4.71
C -1.69 5.17 -3.88
C -3.02 5.56 -3.23
F -2.89 6.63 -2.41
F -3.49 4.53 -2.47
F -0.83 4.69 -2.96
F -1.96 4.14 -4.73
O -0.01 7.03 -4.05
C -0.43 8.08 -3.26
C -0.19 7.82 -1.78
F -0.73 6.65 -1.39
F -0.78 8.80 -1.05
F -1.72 8.37 -3.53
F 0.30 9.15 -3.63
H -0.45 5.73 -5.49
H -1.71 6.89 -5.24
H -3.77 5.80 -3.99
H 0.88 7.80 -1.56
C 4.37 -0.35 1.96
C 5.82 -0.67 1.57
C 6.90 0.08 2.35
F 6.77 1.42 2.25
F 8.12 -0.25 1.86
F 5.97 -0.48 0.24
F 6.01 -2.00 1.80
O 3.70 0.64 1.20
C 3.92 1.96 1.52
C 4.71 2.70 0.43
F 5.85 2.05 0.13
F 5.03 3.94 0.87
F 4.51 2.06 2.73
F 2.70 2.54 1.63
H 3.80 -1.26 1.76
H 4.26 -0.18 3.03
H 6.88 -0.20 3.41
H 4.10 2.79 -0.48
C 6.67 -3.84 4.48
C 7.55 -3.07 5.47
C 8.91 -3.69 5.79
F 8.81 -4.94 6.28
F 9.54 -2.93 6.72
F 6.85 -2.85 6.61
F 7.78 -1.84 4.93
O 5.71 -4.73 5.02
C 6.12 -5.99 5.40
C 6.09 -6.18 6.91
F 6.77 -5.21 7.55
F 6.66 -7.37 7.23
F 7.34 -6.26 4.88
F 5.26 -6.86 4.84
H 6.07 -3.08 3.97
H 7.25 -4.31 3.69
H 9.54 -3.71 4.89
H 5.05 -6.17 7.27
*
```

* ΔE to the lowest compared entry with this formula, charge and spin: 248.28 kJ/mol
* E_LUMO: 0.009 hartree
* calculated total energy: -4452.64039 hartree
* highest occupied orbital energy: -8.7 eV

***

Question: Which of these has the lowest calculated total energy?
Answer: C30H44B4F24N2O9

***

Please write out number 2 again, unchanged.
The following is a DFT calculation (ωB97M-V/def2-TZVPD) of C3H8BCl2GaNO as an isolated structure.

```
! RIJCOSX wB97M-V def2-TZVPD def2/J DEFGRID3
* xyz -1 1
C 0.82 -1.93 1.24
C -0.41 -2.07 0.39
Cl -0.70 -3.73 -0.14
C -1.18 -1.04 0.03
Cl -2.56 -1.36 -1.02
Ga -0.93 0.93 0.54
B 0.09 1.92 -1.07
N 1.22 1.37 -1.82
O -0.25 3.22 -1.46
H 1.64 -1.50 0.68
H 1.13 -2.91 1.61
H 0.61 -1.28 2.09
H -2.36 1.55 0.92
H 0.02 1.02 1.85
H 1.24 0.36 -1.72
H 2.10 1.71 -1.46
H -0.49 3.74 -0.68
*
```

* ΔE to the lowest compared entry with this formula, charge and spin: 0.00 kJ/mol
* E_LUMO: 0.121 hartree
* calculated total energy: -3119.19603 hartree
* highest occupied orbital energy: -4.1 eV

***

Question: Which of these has the lowest calculated total energy?
Answer: C30H44B4F24N2O9

***

Question: calculated total energy of number 3 (C29H34N6O5S)?
Answer: -2227.93950 hartree